Entry from OMol25: C5H13N3 as an isolated structure in a non-equilibrium geometry (the ωB97M-V functional and the def2-TZVPD basis).

Computed properties:
Charge   0
Electronic energy   -9862.690 eV
Energy above the lowest of the compared OMol25 structures with the same formula, charge and spin   3.677 eV
M   115.2 g/mol
LUMO   0.0333 Eh
HOMO-LUMO gap   8.712 eV

Cartesian coordinates (Å):
C (-0.063, -0.249, -0.509)
C (0.048, 1.095, -0.012)
C (-2.809, -0.674, 0.259)
C (0.272, -1.434, 0.358)
N (-1.832, 0.200, -0.355)
C (1.932, 0.996, -0.250)
N (2.661, 0.832, 0.891)
N (2.501, 1.310, -1.347)
H (-2.201, 0.647, -1.192)
H (0.093, -0.389, -1.575)
H (3.669, 0.806, 0.784)
H (2.277, 0.285, 1.643)
H (1.835, 1.379, -2.117)
H (-0.066, 1.258, 1.056)
H (-0.142, 1.924, -0.683)
H (-3.065, -1.532, -0.377)
H (-2.436, -1.059, 1.214)
H (-3.742, -0.143, 0.492)
H (1.312, -1.740, 0.216)
H (-0.352, -2.289, 0.088)
H (0.108, -1.223, 1.417)